Below is a 2-piece molecular cluster, C3H10NO2P overall at a distorted geometry, with properties calculated with ωB97M-V with the def2-TZVPD basis set.

Each line ends with the Mulliken charge.
Atoms and positions in Å:
C1 -3.209 0.365 0.630  -0.854
C2 4.043 0.908 0.006  -0.544
C3 -0.848 -1.962 -0.308  -0.476
N1 -2.501 0.575 -0.577  -0.214
O1 3.616 -0.428 -0.096  -0.463
O2 -0.245 -0.742 -0.346  -0.176
P1 -0.817 0.745 -0.453  -0.060
H1 -3.707 1.318 0.824  0.326
H2 -3.828 -0.640 0.548  0.226
H3 -2.490 0.100 1.378  0.368
H4 4.928 1.016 0.785  0.217
H5 3.191 1.443 0.569  0.233
H6 4.334 1.477 -0.910  0.241
H7 -1.989 -2.117 -0.307  0.298
H8 -0.138 -2.547 0.192  0.343
H9 2.794 -0.265 -0.626  0.310
H10 -3.135 0.753 -1.312  0.224

Values from the calculation:
2S+1: 3
ΔE to the lowest compared entry with this formula, charge and spin: 2.393 eV
Highest occupied orbital energy (alpha / beta): -6.88 / -9.38 eV
Calculated total energy: -18142.4592 eV

=====

Below is C2H5N3OS2 as an isolated structure at a distorted geometry, with properties calculated with ωB97M-V with the def2-TZVPD basis set.

Each line ends with the Mulliken charge.
Atoms and positions in Å:
C1 1.059 0.979 -1.781  -0.153
C2 -0.798 -0.486 0.086  0.663
H1 1.555 -0.667 0.191  0.370
H2 3.268 -0.334 0.157  0.261
H3 1.040 0.962 -2.902  0.359
H4 -1.359 -1.111 1.873  0.372
H5 -4.307 -0.027 1.478  0.192
N1 2.388 0.132 0.000  -0.497
N2 2.288 0.749 -1.345  -0.194
N3 -1.808 -0.492 0.927  -0.420
O1 0.011 -1.472 0.260  -0.722
S1 -0.482 0.954 -0.729  -0.153
S2 -2.855 0.812 1.786  -0.078

Values from the calculation:
ΔE to the lowest compared entry with this formula, charge and spin: 5.164 eV
Highest occupied orbital energy: -9.11 eV
Calculated total energy: -30338.1040 eV

=====

Below is a 2-piece molecular cluster, C4H12 overall at a distorted geometry, with properties calculated with ωB97M-V with the def2-TZVPD basis set.

Each line ends with the Mulliken charge.
Atoms and positions in Å:
C1 2.312 -1.242 1.240  -0.838
C2 1.885 -2.069 0.048  -0.793
H1 3.210 -1.632 1.511  0.316
H2 2.413 -0.158 1.330  0.326
H3 1.478 -1.320 2.055  0.196
H4 0.827 -2.021 -0.297  0.257
H5 2.440 -1.705 -0.772  0.280
H6 2.174 -3.166 0.098  0.256
C3 -2.458 1.443 -0.069  -0.788
C4 -1.701 1.931 -1.262  -0.690
H7 -2.232 0.395 0.282  0.246
H8 -2.391 2.152 0.807  0.266
H9 -3.471 1.317 -0.505  0.249
H10 -0.665 2.002 -0.816  0.195
H11 -2.047 2.943 -1.650  0.265
H12 -1.774 1.130 -2.000  0.258

Values from the calculation:
ΔE to the lowest compared entry with this formula, charge and spin: 1.215 eV
Structure (SMILES): CC.CC
Highest occupied orbital energy: -11.07 eV
Calculated total energy: -4341.3132 eV

=====

Below is an isolated ion of composition CH2NO3P and charge -2 at a distorted geometry, with properties calculated with ωB97M-V with the def2-TZVPD basis set.

Each line ends with the Mulliken charge.
Atoms and positions in Å:
H1 -2.191 -0.897 -0.515  0.255
N1 -1.585 -0.902 0.233  -0.799
C1 -0.682 -0.058 -0.155  0.041
P1 1.080 0.311 0.326  0.810
O1 1.653 -1.085 0.163  -0.782
O2 1.481 1.264 -0.793  -0.830
O3 1.118 0.920 1.856  -0.905
H2 -0.872 0.447 -1.115  0.210

Values from the calculation:
ΔE to the lowest compared entry with this formula, charge and spin: 1.245 eV
Total charge: -2
Structure (SMILES): [H]/N=C/P(=O)([O-])[O-]
Highest occupied orbital energy: 0.98 eV
Calculated total energy: -17990.4733 eV

=====

Below is a 2-piece molecular cluster, C5H5F3N2O overall at a distorted geometry, with properties calculated with ωB97M-V with the def2-TZVPD basis set.

Each line ends with the Mulliken charge.
Atoms and positions in Å:
C1 0.447 0.173 -2.104  -0.038
C2 0.153 1.009 -1.195  0.175
C3 0.221 -0.118 1.428  0.629
C4 -0.107 1.167 2.185  -0.926
C5 0.242 -1.045 -2.594  0.456
N1 -0.717 -0.341 0.379  0.220
N2 -0.804 -1.586 -0.097  -0.844
O1 1.240 -0.686 1.413  -0.482
F1 0.640 2.154 -0.885  -0.215
F2 -0.605 -1.286 -3.571  -0.214
F3 1.134 -2.067 -2.538  -0.213
H1 0.289 0.993 3.263  0.315
H2 -1.181 1.447 2.224  0.305
H3 0.470 2.008 1.771  0.235
H4 -1.649 0.167 0.453  0.299
H5 0.228 -1.991 -0.133  0.299

Values from the calculation:
ΔE to the lowest compared entry with this formula, charge and spin: 6.275 eV
Highest occupied orbital energy (alpha / beta): -8.52 / -8.81 eV
Calculated total energy: -18439.5899 eV

=====

Below is an isolated ion of composition C3H6N3 and charge +1 at a distorted geometry, with properties calculated with ωB97M-V with the def2-TZVPD basis set.

Each line ends with the Mulliken charge.
Atoms and positions in Å:
H1 0.917 -2.185 -0.215  0.244
N1 0.824 -1.278 0.042  -0.339
C1 1.668 -0.366 0.093  0.076
C2 1.223 1.068 -0.011  -0.550
C3 -0.176 1.092 0.009  -0.041
N2 -0.930 -0.003 -0.315  -0.063
N3 -2.043 -0.497 0.095  -0.204
H2 2.656 -0.699 -0.103  0.414
H3 1.784 1.962 -0.152  0.388
H4 -0.698 1.966 0.068  0.476
H5 -2.352 -0.427 1.057  0.266
H6 -2.873 -0.634 -0.569  0.332

Values from the calculation:
ΔE to the lowest compared entry with this formula, charge and spin: 3.976 eV
Total charge: +1
Structure (SMILES): [H]/N=C/C=C\N=[NH2+]
Highest occupied orbital energy (alpha / beta): -14.18 / -14.18 eV
Calculated total energy: -7667.4000 eV

=====

Below is one molecule with the formula C4H9N at a distorted geometry, with properties calculated with ωB97M-V with the def2-TZVPD basis set.

Each line ends with the Mulliken charge.
Atoms and positions in Å:
C1 -1.870 0.676 -0.061  -1.131
C2 -0.945 -0.418 0.427  -0.419
C3 0.120 -0.965 -0.231  -0.051
C4 1.136 0.028 -0.599  -0.532
N1 2.278 0.246 0.288  -0.572
H1 -1.621 1.010 -1.067  0.355
H2 -1.803 1.539 0.603  0.326
H3 -2.902 0.325 -0.045  0.332
H4 -1.464 -1.074 1.129  0.317
H5 0.352 -2.027 -0.222  0.364
H6 1.531 -0.112 -1.611  0.305
H7 0.388 0.918 -0.172  0.229
H8 1.959 0.455 1.229  0.260
H9 2.840 -0.600 0.331  0.215

Values from the calculation:
ΔE to the lowest compared entry with this formula, charge and spin: 2.454 eV
Structure (SMILES): C/C=C\CN
Highest occupied orbital energy: -8.81 eV
Calculated total energy: -5781.3582 eV

=====

Below is C6H6AlCl2O4Tl as an isolated structure at a distorted geometry, with properties calculated with ωB97M-V with the def2-TZVPD basis set.

Each line ends with the Mulliken charge.
Atoms and positions in Å:
Tl1 -2.062 -1.197 -4.763  1.334
Al1 -0.480 0.693 -0.413  0.543
Cl1 -0.586 -1.029 -2.201  -0.171
Cl2 -1.992 2.103 -0.382  0.327
C1 1.290 1.547 -1.253  0.517
C2 0.440 -2.418 -4.648  0.237
C3 -0.329 0.974 -4.549  0.171
O1 2.283 1.905 -1.713  0.032
O2 1.489 -2.656 -4.276  0.019
O3 0.429 1.706 -4.107  -0.044
C4 -0.912 0.806 2.916  -1.273
C5 -0.015 -0.162 2.273  1.281
C6 0.781 -1.126 3.044  -1.102
O4 0.119 -0.199 0.995  -0.266
H1 -1.059 0.493 3.958  0.373
H2 -1.892 0.869 2.429  0.411
H3 -0.473 1.817 2.937  0.432
H4 0.632 -2.150 2.677  0.399
H5 1.856 -0.901 2.981  0.388
H6 0.481 -1.077 4.095  0.392

Values from the calculation:
ΔE to the lowest compared entry with this formula, charge and spin: 0.000 eV
Total charge: +4
Highest occupied orbital energy (alpha / beta): -26.18 / -26.34 eV
Calculated total energy: -50793.6553 eV